[1]
Below is 2 unconnected molecules or ions with the total composition C8H9NO2 in a non-equilibrium geometry, with properties calculated with ωB97M-V/def2-TZVPD.

Energy above the lowest of the compared OMol25 structures with the same formula, charge and spin = 137.3 kcal per mole
E_HOMO = -8.6 eV
Orbital gap = 8.203 eV
Structure (SMILES) = C=CC#CC=C.O=C/C=N\O
E_LUMO = -0.0133 Eh

CARTESIAN COORDINATES (ANGSTROEM)
C 2.597 -0.207 -1.753
H 2.256 -0.673 1.459
O -3.695 0.532 1.704
O -1.716 0.193 -0.087
H 0.477 0.824 2.191
H -4.488 0.767 2.215
N -3.019 -0.268 2.584
H 3.876 -1.038 -3.273
C 0.787 0.792 1.146
C -1.267 -0.486 0.810
H 1.781 1.109 -3.978
H -0.322 -1.045 0.697
C 2.208 -0.122 -0.612
H 0.268 1.452 0.451
C -1.911 -0.714 2.134
C 3.070 -0.323 -3.104
C 2.581 0.386 -4.116
H -1.375 -1.357 2.844
C 1.763 -0.029 0.744
H 2.974 0.265 -5.127

---

[2]
Below is a molecular structure, C21H16N5Os in a non-equilibrium geometry, with properties calculated with ωB97M-V/def2-TZVPD.

Energy above the lowest of the compared OMol25 structures with the same formula, charge and spin = 0.7 kcal per mole
E_HOMO (alpha / beta) = -17.3 / -17.9 eV
Charge = +3
Orbital gap (alpha / beta) = 6.923 / 5.371 eV
2S+1 = 5
E_LUMO (alpha / beta) = -0.3827 / -0.4586 Eh
Expectation value of S² = 6.09

CARTESIAN COORDINATES (ANGSTROEM)
C 1.305 -4.228 -0.867
C 1.370 4.533 0.687
H -3.538 -1.459 -1.958
N -3.904 -2.257 -0.008
H -3.772 -2.440 2.127
N 0.977 0.414 0.078
Os -0.764 0.020 -0.744
C 2.542 2.415 0.441
C -3.378 -1.405 -0.864
C 0.253 -3.952 -1.700
C 1.153 -1.902 -0.088
H -4.439 -3.091 -0.230
H 3.474 1.904 0.404
H -1.181 -2.376 -2.426
C -3.473 -1.947 1.261
C 3.356 -2.042 1.535
H 3.440 4.242 1.055
H 1.733 -5.226 -0.838
C -0.351 -2.743 -1.752
C 1.274 1.788 0.276
H 3.285 0.043 1.733
C -0.987 4.744 -0.222
C -2.088 4.033 -0.777
H 1.460 5.502 1.136
C -2.069 2.651 -0.974
H 4.138 -2.141 2.328
C 2.817 -0.819 1.283
C 1.764 -3.211 -0.022
H 3.527 -4.111 0.764
H -2.984 4.541 -1.172
H -2.777 2.125 -1.596
C 1.681 -0.754 0.533
C 2.517 3.754 0.769
H -1.023 5.844 -0.170
N 0.095 -1.714 -0.922
C -2.792 -0.756 1.204
C 2.947 -3.191 0.807
N -0.965 1.938 -0.523
C 0.110 2.585 -0.007
H 0.004 -4.637 -2.494
C 0.161 4.000 0.150
H -2.189 -0.229 1.983
N -2.712 -0.445 -0.202

---

[3]
Below is C2H5N3 in the gas phase in a non-equilibrium geometry, with properties calculated with ωB97M-V/def2-TZVPD.

Energy above the lowest of the compared OMol25 structures with the same formula, charge and spin = 48.5 kcal per mole
E_HOMO = -9.3 eV
Orbital gap = 9.967 eV
Structure (SMILES) = [H]/N=C\NN=C
E_LUMO = 0.0254 Eh

CARTESIAN COORDINATES (ANGSTROEM)
C 0.992 -0.290 0.030
N 0.177 0.842 0.215
H 2.543 0.692 0.251
H -2.708 -0.510 -0.270
H 0.413 -1.141 -0.173
N 2.281 -0.226 -0.141
H -1.358 -1.355 0.535
N -1.129 0.700 -0.160
H 0.484 1.773 -0.281
C -1.695 -0.485 -0.006

---

[4]
Below is 3 unconnected molecules or ions with the total composition C18H40BrN2 in a non-equilibrium geometry, with properties calculated with ωB97M-V/def2-TZVPD.

Energy above the lowest of the compared OMol25 structures with the same formula, charge and spin = 3.9 kcal per mole
E_HOMO (alpha / beta) = -16.0 / -16.0 eV
Charge = +2
Orbital gap (alpha / beta) = 11.690 / 6.691 eV
2S+1 = 2
E_LUMO (alpha / beta) = -0.1566 / -0.3404 Eh
Expectation value of S² = 0.75

CARTESIAN COORDINATES (ANGSTROEM)
H -32.392 -15.827 29.127
C -31.521 -17.418 19.011
H -26.734 -17.597 18.773
H -31.967 -18.526 25.321
C -27.243 -14.991 17.809
H -30.971 -16.139 24.014
H -28.222 -17.066 15.439
H -29.142 -15.594 15.972
H -27.644 -18.309 17.322
C -31.125 -17.579 27.446
C -29.007 -18.883 26.885
H -33.238 -17.229 31.020
C -30.889 -18.652 25.226
H -25.272 -15.503 16.867
C -32.443 -17.548 30.346
H -30.207 -18.470 20.430
C -27.047 -17.496 17.734
H -29.183 -16.261 23.667
H -26.182 -17.432 17.074
H -31.225 -15.740 30.402
H -30.854 -18.252 23.070
H -32.505 -17.632 18.595
C -31.269 -18.443 20.183
C -30.040 -16.675 24.198
H -31.668 -18.133 30.843
H -26.504 -16.022 14.726
C -30.569 -16.862 28.668
C -31.688 -16.432 29.698
H -31.990 -17.087 27.001
C -29.158 -16.422 18.483
H -29.869 -18.433 18.130
H -30.626 -19.697 25.393
N -27.956 -16.330 17.484
H -29.767 -15.770 26.220
H -28.456 -16.772 25.718
H -31.876 -18.089 21.016
H -25.794 -13.922 16.658
H -31.404 -19.519 20.073
H -26.917 -15.029 18.848
H -31.429 -18.585 27.736
H -30.070 -15.924 28.426
H -28.412 -19.231 26.041
H -29.485 -19.711 27.409
Br -27.006 -16.400 21.757
H -31.688 -16.429 19.438
C -26.192 -14.935 16.724
H -27.224 -14.505 14.878
C -29.540 -16.678 25.661
H -32.978 -18.210 29.666
H -27.998 -14.205 17.834
N -30.135 -17.916 26.304
H -30.575 -17.192 17.029
H -28.737 -16.599 19.473
C -26.935 -15.365 15.482
C -30.238 -18.177 23.966
H -29.564 -15.438 18.250
H -29.834 -17.506 29.151
H -28.441 -18.085 27.365
C -28.189 -16.124 15.985
H -29.273 -18.622 23.724
C -30.312 -17.440 18.058

---

[5]
Below is 3 unconnected molecules or ions with the total composition C24H45IN2O2 in a non-equilibrium geometry, with properties calculated with ωB97M-V/def2-TZVPD.

E_HOMO = -9.3 eV
Orbital gap = 7.099 eV
Structure (SMILES) = NCCCCCC1=C(I)C(=O)C=C(CN)C1=O.CCCCCC.CCCCCC
E_LUMO = -0.0808 Eh

CARTESIAN COORDINATES (ANGSTROEM)
C -1.168 5.642 5.097
C 4.093 -4.909 -1.664
C 1.448 -1.195 -1.396
H -1.593 3.873 2.994
C 0.692 -2.010 -2.635
N -1.715 -5.370 -2.941
H 0.609 4.428 5.059
O -0.329 -2.633 1.753
H 3.185 -4.900 -0.926
C -1.526 2.556 4.690
H -0.213 2.779 6.407
H 3.469 -3.408 -3.267
H -3.067 1.699 0.663
H -2.487 0.402 -2.926
H 0.140 0.305 4.629
C 0.061 -2.570 0.471
I 2.176 -0.391 1.725
H 3.955 -1.028 -3.432
H -1.037 -4.526 -0.425
H -4.651 1.668 -1.168
C -0.444 -3.556 -0.743
C -0.657 -4.382 -3.399
C 0.525 1.142 5.221
H 5.389 -3.558 -3.005
C -2.661 1.688 -0.356
C -1.363 0.895 -0.350
H -1.939 6.009 4.411
H 4.894 -0.007 -2.144
H -0.888 0.889 -1.335
H -4.168 0.650 -3.346
H -2.374 3.058 5.171
H -1.542 -0.142 -0.046
H 3.895 -5.745 -2.475
H -1.223 1.346 6.438
H -0.649 6.508 5.517
H 1.124 0.731 6.039
C -0.617 1.979 5.778
C 4.022 -0.781 -2.276
C -3.333 1.083 -2.778
H 5.835 -4.507 -0.507
H 1.190 1.736 4.589
C 4.331 -3.503 -2.479
H -2.114 2.879 -2.866
C -3.719 1.104 -1.295
H -2.674 2.297 -4.422
C 4.396 -2.165 -1.479
C -2.979 2.445 -3.380
H -4.456 3.651 -2.328
C -4.138 3.430 -3.350
H -0.090 2.986 3.133
H 5.549 -2.075 -1.185
H 2.183 0.459 -2.828
H -3.841 4.374 -3.817
H 0.305 -4.958 -3.801
H 2.784 0.749 -1.064
H -0.655 1.337 0.356
H 0.312 5.330 3.585
H -1.110 -3.786 -4.312
C 1.190 -1.417 0.053
C -0.181 4.743 4.368
H 3.822 -2.331 -0.473
C 2.592 -0.099 -1.855
H -2.452 2.732 -0.613
H -1.313 -5.976 -2.167
N 5.359 -5.357 -0.907
H -4.997 3.036 -3.902
H -1.660 5.119 5.922
H -3.945 0.077 -0.981
H -2.507 -4.790 -2.572
C -0.843 3.526 3.718
O 0.806 -1.636 -3.940
H -1.956 1.730 4.110
H 5.114 -6.022 -0.135
C -0.171 -3.339 -2.206

---

[6]
Below is C6H9BN4OS in the gas phase in a non-equilibrium geometry, with properties calculated with ωB97M-V/def2-TZVPD.

Energy above the lowest of the compared OMol25 structures with the same formula, charge and spin = 36.3 kcal per mole
E_HOMO (alpha / beta) = -6.4 / -7.0 eV
Orbital gap (alpha / beta) = 6.120 / 6.470 eV
E_LUMO (alpha / beta) = -0.0113 / -0.0211 Eh

CARTESIAN COORDINATES (ANGSTROEM)
H 3.445 -0.208 1.220
S -3.851 1.920 0.028
N -1.187 -2.098 -0.166
H 0.719 3.303 -0.602
H -2.164 -2.062 -0.502
H -1.244 -4.663 -1.177
N -1.241 1.969 0.021
H 2.561 1.315 1.202
C 1.575 -0.352 0.254
B -1.274 -3.421 0.387
C -2.381 1.142 0.045
H 3.383 0.723 -0.257
H -1.416 2.961 -0.096
N 0.979 2.363 -0.354
C 0.265 0.068 0.108
C -0.010 1.480 -0.065
H 1.711 -1.428 0.245
C 2.794 0.426 0.619
O -1.359 -4.571 -0.224
H 1.848 2.010 -0.707
C -0.975 -0.735 0.031
N -2.179 -0.141 -0.007